1.
An isolated molecule of C4H3N3O, computed with wB97M-V/def2-TZVPD.

Lowest unoccupied orbital energy in eV: -0.69
SMILES string: O=Cc1cncnn1
Gap between HOMO and LUMO in eV: 8.7

Geometry as ORCA input:
```
! wB97M-V def2-TZVPD RIJCOSX def2/J DEFGRID3
* xyz 0 1
O -2.8006 -0.8020 0.1281
N -0.1090 -1.1400 -0.3430
N 1.6296 0.7245 -0.0824
N 1.1168 -1.5545 -0.0254
C -0.5561 0.0331 -0.2924
C 0.3447 1.0133 -0.0598
C 2.0298 -0.5889 0.0303
C -2.1381 0.1409 -0.1084
H -2.5295 1.1737 0.0464
H 3.1459 -1.0570 0.5266
H -0.1335 2.0569 0.1799
*
```

***

2.
A structure of composition C18H12N7O6PtSSe, computed with wB97M-V/def2-TZVPD.

Lowest unoccupied orbital energy in eV: -4.79
Gap between HOMO and LUMO in eV: 7.9

Geometry as ORCA input:
```
! wB97M-V def2-TZVPD RIJCOSX def2/J DEFGRID3
* xyz 1 1
Pt 0.4969 0.2903 -0.0273
Se -1.1779 -1.0682 -2.6182
S 2.2435 0.9484 -1.4075
O 0.8290 -2.1814 5.2338
O 3.0366 -2.0080 5.4189
O 0.6402 1.9824 1.0071
O -0.9844 -1.4680 3.3293
O -0.6708 1.4310 -1.1535
O -0.8699 -0.5123 1.3127
N -0.7009 2.6513 -0.5671
N -1.5156 -2.7699 -2.6912
N 0.9064 1.1905 -3.8988
N -0.0139 -1.3046 -1.2373
N -0.0568 2.9387 0.4556
N 3.0500 -0.3692 1.6229
N 1.7385 -0.4464 1.3775
C 3.3117 -0.8481 2.8485
C -0.3563 -0.9979 2.4078
C 1.1486 -0.9503 2.4548
C 0.8730 -3.2433 0.0140
C -0.0962 -5.3926 -0.6436
C -1.7370 3.4777 -2.6005
C -2.9986 5.5257 -2.5467
C -2.4946 4.4408 -3.2489
C -2.7510 5.6621 -1.1866
C 1.4644 1.0895 -2.8944
C 2.0277 -1.8432 4.7936
C -1.5089 3.6434 -1.2454
C -0.8166 -3.4148 -1.7763
C 0.7860 -4.5904 0.1518
C -1.9980 4.7149 -0.5153
C 0.0413 -2.6061 -0.9478
C -0.8725 -4.8327 -1.5962
C 2.1134 -1.2369 3.4230
H 4.3098 -0.8833 3.2540
H -2.6811 4.3430 -4.3091
H -1.5235 -5.4110 -2.2363
H 1.5730 -2.6698 0.5982
H 3.6925 0.0050 0.9399
H -0.1135 -6.4613 -0.4829
H -3.1498 6.5065 -0.6421
H -3.5889 6.2714 -3.0615
H -1.3178 2.6404 -3.1390
H 0.1021 -1.9551 4.6070
H 1.4155 -5.0872 0.8786
H -1.8054 4.7992 0.5443
*
```

***

3.
A structure of composition C17H31BrN2NiO3Si, computed with wB97M-V/def2-TZVPD.

Lowest unoccupied orbital energy (alpha / beta) in eV: -0.43 / -2.28
Gap between HOMO and LUMO (alpha / beta) in eV: 7.2 / 5.5

Geometry as ORCA input:
```
! wB97M-V def2-TZVPD RIJCOSX def2/J DEFGRID3
* xyz 0 3
Br 0.3280 3.8614 -0.5224
Ni 0.4141 1.4177 -0.9710
Si 0.8305 -0.3445 0.6362
O -3.4983 1.7285 -5.2168
O -2.3493 0.8536 -3.3306
O -2.0094 2.5296 -0.7069
N -3.3745 2.6431 -0.7071
N -0.8046 2.6625 -2.8073
C -1.4266 0.6061 2.1375
C -2.9803 1.9601 -3.9618
C 3.3757 0.8774 1.0401
C 2.9009 -1.0242 2.5803
C 1.8046 1.1704 2.8983
C -1.8767 -1.3098 0.6864
C -3.9629 2.7190 -3.1693
C 2.7910 -1.7335 -0.9418
C -1.0221 2.7297 -1.5785
C -0.8147 -0.7086 1.6200
C -4.0797 2.8805 -1.8028
C 0.4717 -2.0372 -1.6453
C -0.6452 -1.6488 2.8165
C 1.3042 -3.2393 0.3615
C 1.3653 -1.9068 -0.3952
C 2.2738 0.1613 1.8397
C -1.5164 1.9444 -3.7617
H -0.5855 -2.1727 -1.4248
H 3.7782 0.2722 0.2269
H -2.8365 -1.3483 1.2123
H -4.8260 3.0361 -3.7367
H 2.1647 -1.5779 3.1663
H 4.2078 1.1303 1.7057
H -2.3565 0.3808 2.6711
H 1.6616 -4.0467 -0.2865
H 1.0887 0.7457 3.6008
H -1.6751 1.2824 1.3214
H -0.9120 1.7197 -4.6351
H 1.9313 -3.2344 1.2557
H 2.6708 1.5068 3.4780
H -2.9698 1.0512 -5.6558
H 0.5642 -1.1502 -2.2792
H -1.6392 -2.3259 0.3726
H -0.0070 -1.2207 3.5906
H 3.0047 1.8106 0.6084
H -1.6234 -1.8356 3.2731
H 0.7983 -2.8972 -2.2404
H 2.8902 -0.8059 -1.5151
H -0.7785 1.1408 2.8275
H 0.2921 -3.4985 0.6706
H 3.0136 -2.5636 -1.6202
H -0.2226 -2.6151 2.5403
H 3.3898 -1.7342 1.9134
H 3.5590 -1.7327 -0.1687
H -2.0232 -0.7029 -0.2123
H 1.3501 2.0558 2.4468
H 3.6617 -0.6546 3.2764
H -5.0703 3.1920 -1.4812
*
```

***

4.
A cluster of 3 separate species, C7H12 in total, computed with wB97M-V/def2-TZVPD.

Lowest unoccupied orbital energy (alpha / beta) in eV: 0.51 / 0.53
Gap between HOMO and LUMO (alpha / beta) in eV: 8.2 / 8.3

Geometry as ORCA input:
```
! wB97M-V def2-TZVPD RIJCOSX def2/J DEFGRID3
* xyz 0 1
C -0.4522 0.6662 -1.3708
C -1.1504 0.4746 -0.0506
C -2.4366 -0.2494 0.0030
C -0.0868 0.1655 0.8756
C 0.8676 0.7028 -1.2019
C 2.2710 -0.6437 0.4321
C 1.2541 0.4831 0.2435
H 1.8635 -1.5716 0.0207
H -0.2254 0.2044 1.9549
H -0.9888 0.7543 -2.3102
H -1.4705 -1.7169 0.2474
H 1.6988 1.4103 0.6516
H -1.6701 1.4064 0.2949
H -3.1474 0.0528 -0.7803
H 3.2170 -0.4151 -0.0703
H -0.6764 -1.6502 0.5829
H 2.4783 -0.8029 1.4953
H 1.6047 0.8510 -1.9867
H -2.9157 -0.2978 0.9835
*
```

***

5.
A cluster of 2 separate species, C8H12N4 in total, computed with wB97M-V/def2-TZVPD.

Lowest unoccupied orbital energy in eV: 0.58
SMILES string: Cc1c[nH]cn1.Cc1c[nH]cn1
Gap between HOMO and LUMO in eV: 8.6

Geometry as ORCA input:
```
! wB97M-V def2-TZVPD RIJCOSX def2/J DEFGRID3
* xyz 0 1
N -1.3916 -1.0463 0.1407
N 1.2631 0.3837 -0.0775
N -3.2142 -2.1899 0.2163
N 2.1849 2.4635 -0.2894
C -1.5536 -1.4475 1.4996
C 1.5920 0.5939 -1.3804
C 2.1353 1.8420 -1.4989
C 1.6081 1.6434 0.5578
C -2.6597 -2.3090 1.4193
C 2.6404 2.7120 -2.6888
C -0.7887 -1.1512 2.7383
C -2.3090 -1.5918 -0.6698
H 1.8900 3.1596 -3.3527
H 1.6772 1.8171 1.5708
H 3.0398 2.0578 -3.3646
H -1.0697 -1.7503 3.6685
H -4.1426 -2.7159 -0.1599
H 1.3217 0.0032 -2.1741
H 0.2166 -1.5181 2.6301
H 3.4544 3.4522 -2.3686
H -0.8389 -0.0592 2.8535
H -3.1554 -2.7096 2.2949
H 0.5468 -0.1207 0.1667
H -2.4468 -1.5188 -1.7317
*
```

***

Sequential energy above the lowest of the compared OMol25 structures with the same formula, charge and spin output: 74.4; 10.1; 100.9; 117.9; 60.4 kcal/mol